{
  "formula": "C5H8N",
  "method": "the ωB97M-V functional and the def2-TZVPD basis",
  "total_energy_ha": -249.6068,
  "orbital_gap_ev": 9.0,
  "charge": 1,
  "species": ["C", "C", "C", "C", "C", "N", "H", "H", "H", "H", "H", "H", "H", "H"],
  "positions_angstrom": [[-0.84718, 0.55224, 0.34630], [-2.06214, 0.97712, 0.40082], [-3.38120, 1.23632, 0.40923], [0.39030, 0.44328, 0.39559], [2.07997, -1.26268, 0.31330], [1.60603, 0.08718, 0.53585], [-3.94825, 0.99101, 1.18439], [-3.77984, 1.74057, -0.33023], [0.47591, -0.60712, -2.37106], [1.35170, -2.12095, 0.50120], [2.29251, -1.41256, -0.64264], [2.84056, -1.53355, 0.92321], [0.86796, 0.08358, -2.66940], [2.11369, 0.82558, 1.00345]],
  "atomic_forces_ev_per_a": [[-0.77, 1.13, -0.11], [-3.00, -0.18, -0.17], [7.16, -1.68, 0.42], [0.76, -1.12, 0.31], [-3.43, -1.45, 1.81], [-1.71, 0.82, 0.43], [-2.26, -1.07, 3.46], [-1.97, 2.42, -3.90], [1.28, 2.27, -1.01], [0.02, 1.77, 0.15], [1.44, -0.19, -4.23], [2.71, -0.10, 1.83], [-1.28, -2.27, 0.98], [1.06, -0.35, 0.01]]
}

***

{
  "formula": "C5H8N",
  "method": "the ωB97M-V functional and the def2-TZVPD basis",
  "total_energy_ha": -249.5338,
  "orbital_gap_ev": [8.4, 8.6],
  "charge": 1,
  "species": ["C", "C", "C", "C", "C", "N", "H", "H", "H", "H", "H", "H", "H", "H"],
  "positions_angstrom": [[-1.74459, 1.10165, -0.11216], [-2.60592, -0.00504, -0.50477], [-1.39480, -0.85517, -0.97714], [-0.35769, 0.08649, -0.44255], [3.14909, 0.29776, 1.05830], [-0.48241, 1.26230, 0.15411], [-3.22508, -0.30956, 0.37786], [-3.49913, 0.29861, -1.12467], [-1.01546, -1.77576, -0.51895], [-1.33403, -1.06247, -1.98406], [2.65533, 0.69554, 0.24745], [2.40177, -0.04328, 1.74642], [3.86200, 0.93199, 1.47658], [3.59092, -0.62306, 0.60359]],
  "atomic_forces_ev_per_a": [[0.38, 0.28, 0.79], [-1.32, -1.51, -0.70], [-1.29, 0.28, 2.66], [0.11, 0.57, -0.45], [0.08, -3.16, -0.36], [0.44, 0.99, 0.10], [1.03, -0.10, -0.10], [1.40, -0.21, -0.15], [-1.04, -0.31, 0.33], [0.31, 0.01, -2.46], [-1.07, 1.58, -1.76], [-0.24, -0.02, 0.74], [1.06, 0.95, 0.65], [0.15, 0.66, 0.71]]
}

***

{
  "formula": "C5H8N",
  "method": "the ωB97M-V functional and the def2-TZVPD basis",
  "total_energy_ha": -249.7065,
  "orbital_gap_ev": 9.4,
  "charge": 1,
  "species": ["C", "C", "C", "C", "C", "N", "H", "H", "H", "H", "H", "H", "H", "H"],
  "positions_angstrom": [[-0.27496, 1.97610, 0.78714], [-0.77937, 3.16187, 0.66438], [0.12071, -0.31315, -0.07920], [0.26208, 0.76379, 0.94093], [0.57947, -1.57039, -0.07807], [0.16611, -2.45783, -1.15191], [-0.17197, 3.92059, 0.32106], [-1.69940, 3.42124, 0.98237], [-0.56116, 0.12744, -0.78321], [0.93771, 0.78442, 1.75832], [1.19138, -2.02866, 0.67430], [-0.81314, -2.43621, -1.09744], [0.45885, -3.38948, -0.99776], [0.58369, -1.95974, -1.94091]],
  "atomic_forces_ev_per_a": [[-0.15, -1.27, -0.44], [1.98, -2.18, -0.06], [-0.01, 1.03, 1.61], [0.05, 0.86, -0.94], [0.13, 1.66, 1.65], [1.07, 1.81, 0.03], [1.22, 1.56, -1.08], [-3.03, 0.63, 1.18], [-0.24, -0.68, -1.05], [0.50, -0.97, 0.87], [0.19, 0.07, 0.19], [-1.97, -0.13, -0.87], [0.78, -1.28, -0.26], [-0.52, -1.10, -0.83]]
}